# 1
Here is a molecular structure, C35H52InOP4S in a non-equilibrium geometry from the OMol25 dataset. Energies are from ωB97M-V/def2-TZVPD.

Geometry as XYZ:
```
94
Properties=species:S:1:pos:R:3:lowdin_charge:R:1
In -0.659 -0.555 -0.007 0.625
P 1.662 -1.296 1.675 0.782
P 1.431 -0.743 -1.974 0.834
P -1.910 -1.910 1.897 0.780
H -4.139 -3.479 -2.900 0.119
C -3.979 -3.063 -1.894 -0.381
C -4.232 -1.610 -1.715 -0.188
H -4.278 -0.992 -2.612 0.072
C 2.168 -3.048 1.988 -0.234
C 3.333 -0.536 1.506 -0.242
C 1.311 -0.698 3.392 -0.247
C 1.297 -0.505 -3.804 -0.228
C 2.720 0.535 -1.635 -0.238
C 2.399 -2.325 -1.949 -0.224
C -3.567 -2.459 1.386 -0.253
C -2.331 -0.809 3.294 -0.228
C -1.262 -3.446 2.672 -0.208
H -4.241 -3.735 -1.045 0.092
H -4.913 -1.334 -0.888 0.066
H 3.038 -3.070 2.667 0.077
H 2.436 -3.519 1.030 0.041
H 1.339 -3.618 2.424 0.018
H 3.943 -0.800 2.391 0.076
H 3.243 0.557 1.450 0.022
H 3.823 -0.893 0.588 0.044
H 2.253 -0.686 3.969 0.073
H 0.563 -1.332 3.893 0.029
H 0.924 0.332 3.327 0.025
H 2.025 0.254 -4.133 0.062
H 0.280 -0.159 -4.029 0.043
H 1.494 -1.447 -4.343 0.058
H 3.727 0.094 -1.659 0.074
H 2.538 0.986 -0.654 -0.003
H 2.645 1.329 -2.392 0.055
H 3.306 -2.221 -2.572 0.083
H 1.763 -3.125 -2.369 0.043
H 2.681 -2.590 -0.917 0.015
H -4.148 -2.678 2.289 0.085
H -3.502 -3.374 0.789 0.040
H -4.085 -1.696 0.795 0.034
H -2.854 -1.390 4.067 0.085
H -2.982 -0.004 2.932 0.058
H -1.438 -0.350 3.732 0.032
H -2.109 -4.016 3.083 0.085
H -0.548 -3.245 3.481 0.051
H -0.776 -4.069 1.910 0.058
C -1.527 -3.642 -2.765 -0.565
C -1.605 -5.043 -2.259 -0.203
C -0.322 -5.748 -2.573 -0.035
C 0.216 -5.548 -3.822 -0.075
C -0.151 -4.401 -4.565 -0.055
C -0.882 -3.383 -3.960 -0.114
S -2.261 -2.526 -1.709 0.838
H -1.818 -5.029 -1.189 0.099
H -2.456 -5.514 -2.790 0.156
H 0.016 -6.496 -1.857 0.117
H 0.926 -6.235 -4.267 0.120
H 0.210 -4.287 -5.595 0.127
H -0.943 -2.370 -4.387 0.112
O -0.164 1.491 0.190 -0.479
P 0.079 2.975 0.471 0.865
C 1.537 3.088 1.513 -0.266
C 2.817 3.174 0.935 -0.099
C 3.952 3.177 1.750 -0.055
C 3.822 3.069 3.136 -0.040
C 2.555 2.966 3.707 -0.052
C 1.416 2.984 2.908 -0.077
C 0.402 3.777 -1.086 -0.306
C 1.124 4.982 -1.115 -0.072
C 1.454 5.568 -2.339 -0.033
C 1.071 4.951 -3.533 -0.033
C 0.345 3.758 -3.506 -0.058
C -0.001 3.176 -2.289 -0.079
C -1.362 3.613 1.319 -0.271
C -1.906 2.893 2.396 -0.111
C -3.036 3.372 3.059 -0.054
C -3.660 4.546 2.614 -0.030
C -3.176 5.210 1.480 -0.034
C -2.045 4.733 0.816 -0.045
H 2.923 3.261 -0.150 0.107
H 4.938 3.287 1.286 0.127
H 4.714 3.108 3.769 0.129
H 2.448 2.888 4.792 0.126
H 0.426 2.941 3.358 0.098
H 1.436 5.452 -0.179 0.127
H 2.012 6.507 -2.347 0.127
H 1.331 5.413 -4.491 0.129
H 0.035 3.279 -4.437 0.118
H -0.575 2.247 -2.262 0.099
H -1.436 1.961 2.720 0.077
H -3.410 2.839 3.935 0.117
H -4.530 4.929 3.140 0.124
H -3.668 6.114 1.116 0.127
H -1.662 5.231 -0.078 0.114
```

Summary:
LUMO (alpha / beta) = -10.14 / -10.11 eV
HOMO level (alpha / beta) = -0.524 / -0.542 Eh
Total energy = -3392.84276 hartree
Multiplicity = 1
Relative energy (zero: lowest compared OMol25 entry of this formula, charge and spin) = 220.9 kJ/mol
Total charge = +3

# 2
Here is a single C2H2FOP molecule in a non-equilibrium geometry from the OMol25 dataset. Energies are from ωB97M-V/def2-TZVPD.

Geometry as XYZ:
```
7
Properties=species:S:1:pos:R:3:lowdin_charge:R:1
O -0.681 2.134 0.377 -0.118
C -0.284 0.855 -0.180 -0.346
C 0.761 -0.180 -0.142 -0.240
P -0.901 -0.787 -0.858 0.992
F -1.320 -1.304 0.646 -0.370
H 1.606 -0.243 -0.665 0.033
H 0.818 -0.474 0.823 0.049
```

Summary:
LUMO = -1.10 eV
HOMO level = -0.357 Eh
Total energy = -593.74457 hartree
Structure (SMILES) = O=C1CP1F
Multiplicity = 1
Relative energy (zero: lowest compared OMol25 entry of this formula, charge and spin) = 247.8 kJ/mol
Total charge = 0

# 3
Here is 11 unconnected molecules or ions with the total composition C21H64N6O11 in a non-equilibrium geometry from the OMol25 dataset. Energies are from ωB97M-V/def2-TZVPD.

Geometry as XYZ:
```
102
Properties=species:S:1:pos:R:3:lowdin_charge:R:1
N -1.457 0.841 -3.797 0.096
C -1.047 2.015 -4.190 -0.611
N 0.233 2.097 -4.203 0.171
O -1.995 3.041 -4.449 -0.168
H -2.457 0.892 -3.478 0.151
H -0.953 -0.066 -3.974 0.099
H 0.765 3.041 -4.184 0.181
H 0.855 1.299 -4.329 0.077
N 0.854 -1.794 4.227 0.141
C 1.528 -1.454 3.209 -0.658
N 1.718 -2.423 2.379 0.222
O 1.923 -0.156 3.103 -0.088
H 0.750 -1.009 4.918 0.170
H 0.296 -2.644 4.428 0.161
H 2.126 -2.220 1.448 0.111
H 1.334 -3.365 2.561 0.144
N -0.855 0.359 -1.153 0.203
C 0.291 0.362 -0.536 -0.533
N 0.242 0.217 0.743 0.260
O 1.441 0.678 -1.251 -0.105
H -0.880 0.512 -2.169 0.068
H -1.656 0.144 -0.618 0.060
H 1.072 0.327 1.330 0.084
H -0.555 -0.024 1.188 0.037
C -1.605 0.971 3.696 0.002
C -2.045 -0.507 3.944 -0.631
C -3.567 -0.578 4.070 -0.008
O -1.602 -1.301 3.102 -0.031
H -2.132 1.404 2.874 0.068
H -0.555 1.039 3.458 0.056
H -1.728 1.411 4.687 0.091
H -1.666 -0.811 4.906 0.128
H -3.937 -1.543 4.427 0.091
H -4.052 -0.423 3.114 0.065
H -3.788 0.157 4.823 0.084
H -0.687 -1.508 3.382 0.068
C 3.913 -0.460 0.544 -0.031
C 4.056 -1.225 -0.730 -0.638
C 5.546 -1.646 -0.976 -0.031
O 3.407 -2.261 -0.901 -0.004
H 2.970 -0.040 0.716 0.013
H 4.607 0.376 0.551 0.099
H 4.192 -1.135 1.368 0.099
H 3.692 -0.619 -1.535 0.114
H 6.184 -0.749 -0.821 0.081
H 5.779 -2.045 -1.953 0.063
H 6.003 -2.377 -0.271 0.087
H 3.603 -2.634 -1.774 0.120
C -3.767 3.315 -0.837 -0.023
C -2.771 3.863 0.217 -0.673
C -1.450 3.032 0.106 -0.032
O -2.411 4.990 0.036 0.045
H -4.753 3.746 -0.813 0.065
H -3.952 2.218 -0.627 0.064
H -3.350 3.365 -1.838 0.071
H -3.213 3.863 1.266 0.152
H -0.960 3.105 -0.907 0.111
H -1.756 1.944 0.281 0.058
H -0.682 3.247 0.886 0.076
H -3.177 5.551 0.187 0.136
C -1.034 -4.885 0.567 -0.009
C -0.866 -3.424 0.107 -0.645
C 0.458 -3.196 -0.552 -0.053
O -1.787 -3.015 -0.619 0.033
H -0.423 -5.120 1.351 0.021
H -0.506 -5.511 -0.262 0.119
H -2.027 -5.235 0.801 0.077
H -0.865 -2.848 1.022 0.115
H 0.715 -2.129 -0.515 0.066
H 0.527 -3.652 -1.586 0.118
H 1.189 -3.688 -0.015 0.035
H -2.002 -2.132 -0.425 0.042
C 2.491 2.623 2.044 -0.030
C 2.173 3.194 0.645 -0.579
C 2.156 4.781 0.584 -0.034
O 2.957 2.809 -0.285 -0.015
H 1.567 2.394 2.683 0.084
H 3.019 3.361 2.591 0.057
H 2.984 1.680 2.057 0.026
H 1.127 2.891 0.343 0.095
H 3.082 5.331 0.623 0.063
H 1.376 5.252 1.187 0.069
H 1.904 5.064 -0.429 0.062
H 2.489 2.092 -0.763 0.076
C -1.658 -2.137 -3.513 -0.156
O -1.105 -1.826 -4.808 -0.130
H -0.964 -1.836 -2.749 0.037
H -1.716 -3.202 -3.384 0.079
H -2.606 -1.645 -3.257 0.086
H -1.704 -2.159 -5.509 0.107
C 2.246 -1.252 -3.771 -0.160
O 2.036 0.097 -3.627 -0.139
H 3.250 -1.423 -3.692 0.051
H 1.960 -1.513 -4.710 0.053
H 1.648 -1.867 -3.065 0.093
H 1.757 0.247 -2.701 -0.003
C -3.928 -0.731 0.379 -0.091
O -2.578 -0.703 0.838 -0.192
H -4.252 0.296 0.365 0.067
H -4.493 -1.381 1.018 0.086
H -4.002 -1.153 -0.636 0.094
H -2.561 -0.889 1.804 0.045
```

Summary:
LUMO = -0.24 eV
HOMO level = -0.315 Eh
Total energy = -1994.39277 hartree
Structure (SMILES) = NC(N)=O.NC(N)=O.NC(N)=O.CC(C)O.CC(C)O.CC(C)O.CC(C)O.CC(C)O.CO.CO.CO
Multiplicity = 1
Relative energy (zero: lowest compared OMol25 entry of this formula, charge and spin) = 946.0 kJ/mol
Total charge = 0

# 4
Here is a single C4H10P2 molecule in a non-equilibrium geometry from the OMol25 dataset. Energies are from ωB97M-V/def2-TZVPD.

Geometry as XYZ:
```
16
Properties=species:S:1:pos:R:3:lowdin_charge:R:1
P 0.291 -0.967 -2.278 0.804
C 0.947 0.199 -1.002 -0.491
C -0.312 1.442 -0.640 -0.128
C -0.101 1.005 0.857 -0.615
P -1.657 0.461 1.779 0.793
C 0.748 -0.208 0.507 -0.316
H -0.930 -1.084 -1.694 -0.133
H 0.758 -2.121 -1.824 -0.161
H 1.889 0.705 -1.126 0.068
H 0.005 2.348 -1.095 0.064
H -1.237 1.195 -1.099 0.049
H 0.473 1.648 1.547 0.097
H -0.746 -0.144 2.634 -0.119
H -1.954 -0.788 1.031 -0.084
H 0.139 -1.175 0.524 0.075
H 1.696 -0.351 1.042 0.099
```

Summary:
LUMO = 1.05 eV
HOMO level = -0.326 Eh
Total energy = -840.99638 hartree
Structure (SMILES) = P[C@H]1C[C@@H](P)C1
Multiplicity = 1
Relative energy (zero: lowest compared OMol25 entry of this formula, charge and spin) = 100.2 kJ/mol
Total charge = 0